C5H9N3O in the gas phase. Source: the Open Molecules 2025 dataset; level of theory: ωB97M-V with the def2-TZVPD basis set.

Geometry as XYZ:
```
18
Properties=species:S:1:pos:R:3:forces:R:3:lowdin_charge:R:1
C -1.48025 -2.14940 -0.29315 -1.1 0.8 1.7 -0.189
C 0.39406 -1.26543 -1.39551 1.3 -2.3 1.2 -0.324
C -0.15879 1.08202 -0.79893 -0.8 -0.1 0.1 -0.151
C 0.49972 0.56769 1.54936 0.4 0.1 -0.8 -0.129
C 1.54858 -0.28861 1.46098 -0.8 1.2 -0.7 0.047
H -1.58919 -1.35496 0.52489 0.3 -0.8 -0.9 0.083
H -1.79018 -3.10368 0.15383 0.1 0.2 -0.1 0.066
H -2.20740 -1.89552 -1.04562 -0.6 0.2 -0.4 0.067
H 1.40736 -1.52806 -1.85889 -1.4 0.8 0.4 0.133
H -0.69305 1.89926 -1.26742 0.1 0.3 -0.4 0.134
H 0.34911 3.25366 1.03939 1.2 0.4 0.1 0.102
H -0.25477 0.69933 2.33622 1.1 -0.3 0.4 0.124
H 1.85598 -0.75648 2.37999 -0.1 -0.6 -0.1 0.049
H 2.14098 -0.47894 0.50917 -0.8 0.6 1.5 0.087
N -0.21220 -2.26915 -0.87920 1.7 -0.2 -1.0 -0.050
N -0.03580 -0.00795 -1.41222 -0.1 1.6 -0.9 0.106
N 0.09327 1.44460 0.49380 1.4 -1.9 -0.6 -0.182
O -0.36947 2.67691 0.83441 -1.9 0.0 0.4 0.026
```
Positions in Å, forces in eV/Å.

Orbital gap   9.076 eV
SMILES   C=CN(O)/C=N\C=N/C
Energy above the lowest of the compared OMol25 structures with the same formula, charge and spin   112.33 kcal/mol
Calculated total energy   -11844.5370 eV